DFT (ωB97M-V/def2-TZVPD) results for a molecular structure, C21H20FeI2N5O3S2.

```
54
C21H20FeI2N5O3S2 | OMol25 | ωB97M-V/def2-TZVPD
Fe 1.03184 1.47728 1.07153
N 2.46380 1.31992 5.16264
C 1.84595 1.29035 3.93122
S 2.80787 1.76478 2.55989
N 0.61608 0.89214 3.91335
N 0.06732 0.81952 2.63848
C -1.09274 0.27685 2.60525
C -1.93463 0.14572 1.43619
C -3.14093 -0.55336 1.59301
C -4.03799 -0.72245 0.56125
C -3.72578 -0.16170 -0.68487
C -2.55658 0.53196 -0.87415
C -1.60676 0.71143 0.16964
O -0.53219 1.37619 -0.07530
H 3.25829 1.92940 5.23835
H 1.84228 1.28031 5.95374
H -1.48260 -0.10282 3.54877
H -3.36136 -0.97005 2.57143
H -4.96004 -1.26908 0.71142
H -4.41371 -0.28003 -1.51563
H -2.30460 0.95874 -1.83741
I 0.74844 4.04011 1.78509
C -0.90235 4.93636 0.81512
I -0.86145 4.77292 -1.29328
H -0.91922 5.99255 1.05790
H -1.81050 4.46416 1.17204
C -2.73122 -3.62426 -2.99792
C -1.56074 -3.24029 -2.13355
C -1.72461 -3.01751 -0.77177
C -0.65765 -2.61866 0.01913
C 0.59120 -2.44395 -0.55356
C 0.78097 -2.68193 -1.90779
C -0.29346 -3.07540 -2.68865
S 1.93018 -1.83961 0.44653
O 1.58195 -2.13288 1.80854
O 3.14315 -2.40170 -0.10568
N 1.85430 -0.26534 0.23735
C 2.51649 0.44930 -0.71028
C 3.42403 0.05708 -1.71159
C 3.93757 1.03302 -2.53636
C 3.57680 2.37176 -2.37776
C 2.69275 2.67919 -1.36279
N 2.17997 1.75033 -0.56713
H -3.57499 -3.95409 -2.39189
H -2.47100 -4.42854 -3.68853
H -3.06577 -2.77288 -3.59560
H -2.70315 -3.13247 -0.32128
H -0.78730 -2.43382 1.07608
H 1.76634 -2.56290 -2.33875
H -0.14696 -3.25694 -3.74814
H 3.71707 -0.97723 -1.79354
H 4.63928 0.75228 -3.31346
H 3.97447 3.14899 -3.01452
H 2.37190 3.69721 -1.17281
```

The value obtained for the HOMO-LUMO gap (spin up / spin down) is 6.389 / 6.378 eV. The calculation puts the lowest unoccupied orbital energy (spin up / spin down) at 2.111 / 2.111 eV. The net charge is -1. The value obtained for the HOMO energy (spin up / spin down) is -4.278 / -4.266 eV.



DFT (ωB97M-V/def2-TZVPD) results for a molecular structure, C21H20FeN2O.

```
45
C21H20FeN2O | OMol25 | ωB97M-V/def2-TZVPD
C 1.36237 -6.00445 1.09012
O 1.84966 -5.19975 -0.00799
C 1.58849 -3.86666 0.00592
C 2.19808 -3.10271 -1.02384
C 2.05980 -1.74304 -1.01895
C 1.28955 -1.06729 -0.02667
C 1.17425 0.33638 -0.14448
C 0.76403 1.24349 0.90245
C 1.42579 2.52420 1.23681
C 0.49769 3.35544 1.95728
C -0.75070 2.62439 2.10513
C -0.56234 1.33227 1.51637
Fe -0.22164 2.80184 0.20499
C -0.50276 2.38433 -1.71818
C 0.59944 3.30505 -1.52440
C 0.08451 4.46464 -0.82160
C -1.32524 4.24747 -0.55507
C -1.69034 2.94935 -1.10305
C 0.65691 -1.85444 0.97833
C 0.76499 -3.23178 0.97562
H 1.75493 -6.99963 0.88050
H 1.74347 -5.63884 2.05369
H 0.26440 -6.02028 1.10251
H 2.82172 -3.61094 -1.75559
H 2.55516 -1.12625 -1.77270
H 1.68331 0.77434 -1.02202
H 2.47801 2.70917 1.04833
H 0.68867 4.33594 2.38704
H -1.64508 2.92785 2.64210
H -1.20755 0.47981 1.63071
H -0.46116 1.49924 -2.33276
H 1.59707 3.19039 -1.93293
H 0.64519 5.36822 -0.61166
H -2.01490 4.95811 -0.11509
H -2.68687 2.52836 -1.14188
H 0.06542 -1.36756 1.75583
H 0.28004 -3.82719 1.75419
N -2.82585 -1.10341 -2.11340
C -3.47810 -1.00544 -0.91186
C -2.55832 -0.50210 0.05250
N -1.37128 -0.25265 -0.56379
C -1.55034 -0.65389 -1.86737
H -4.50865 -1.25007 -0.69508
H -2.77374 -0.32438 1.10092
H -0.75808 -0.58753 -2.60098
```

The value obtained for the HOMO-LUMO gap (spin up / spin down) is 2.714 / 4.447 eV. The calculation puts the lowest unoccupied orbital energy (spin up / spin down) at 4.570 / 4.567 eV. The expectation value of S² is 6.140. The net charge is -2. The value obtained for the HOMO energy (spin up / spin down) is 1.856 / 0.120 eV. As for the spin multiplicity: 5.



no.,largest force on an atom (eV/A)
1,0.57
2,3.33